{
  "formula": "C40H76F6N14O14S6",
  "method": "ωB97M-V with the def2-TZVPD basis set",
  "total_charge": 3,
  "s2": 0.7548,
  "e_homo_ha": [-0.5377, -0.5377],
  "multiplicity": 2,
  "elements": ["C", "C", "N", "C", "C", "N", "C", "C", "H", "H", "H", "H", "H", "H", "H", "H", "H", "H", "H", "C", "C", "N", "C", "C", "N", "C", "C", "H", "H", "H", "H", "H", "H", "H", "H", "H", "H", "H", "C", "C", "N", "C", "C", "N", "C", "C", "H", "H", "H", "H", "H", "H", "H", "H", "H", "H", "H", "C", "C", "N", "C", "C", "N", "C", "C", "H", "H", "H", "H", "H", "H", "H", "H", "H", "H", "H", "C", "C", "N", "C", "C", "N", "C", "C", "H", "H", "H", "H", "H", "H", "H", "H", "H", "H", "H", "C", "C", "C", "N", "C", "C", "C", "C", "C", "H", "H", "H", "H", "H", "H", "H", "H", "H", "H", "H", "H", "H", "H", "H", "H", "H", "H", "N", "S", "O", "O", "F", "S", "O", "O", "F", "N", "S", "O", "O", "F", "S", "O", "O", "F", "N", "S", "O", "O", "F", "S", "O", "O", "F", "C", "C", "O", "O", "H", "H", "H"],
  "xyz": [[-3.5287, 4.7836, 3.9106], [-2.6289, 3.6461, 3.4066], [-2.1729, 3.9298, 2.0683], [-2.9831, 3.9836, 0.9088], [-2.0867, 4.0327, -0.1499], [-0.7809, 4.0155, 0.3313], [-0.8518, 3.9161, 1.6861], [0.3948, 3.9413, -0.5204], [-3.2004, 5.7764, 3.6027], [-3.5757, 4.6926, 4.9957], [-4.5327, 4.6079, 3.5242], [-3.1881, 2.7111, 3.3718], [-1.7837, 3.4836, 4.0754], [-4.0562, 4.0530, 1.0086], [-2.2529, 4.1891, -1.2055], [-0.0217, 3.6993, 2.3421], [1.1501, 3.3715, 0.0208], [0.8912, 4.9033, -0.6475], [0.2378, 3.3822, -1.4429], [-5.2076, -2.9128, -1.8322], [-4.3806, -1.5705, -1.5870], [-5.2013, -0.3831, -1.3911], [-6.5841, -0.3598, -1.2692], [-6.9879, 0.9842, -1.1879], [-5.9102, 1.7384, -1.3990], [-4.8182, 0.9292, -1.5719], [-5.8484, 3.1938, -1.5341], [-6.0308, -2.8711, -2.5454], [-5.6258, -3.2623, -0.8882], [-4.6301, -3.7393, -2.2463], [-3.8840, -1.3203, -2.5245], [-3.6750, -1.6420, -0.7593], [-7.2754, -1.1863, -1.1955], [-8.0108, 1.3306, -1.1865], [-3.8449, 1.3377, -1.8004], [-6.3947, 3.4726, -2.4351], [-4.7937, 3.4586, -1.6096], [-6.4343, 3.5506, -0.6870], [-1.9319, -4.8824, 1.9866], [-1.7924, -3.9290, 0.8007], [-1.8191, -4.5152, -0.5080], [-2.7222, -5.4620, -1.0016], [-2.4675, -5.6631, -2.3342], [-1.4949, -4.7541, -2.7686], [-0.9831, -4.1742, -1.5993], [-1.0538, -4.5900, -4.1465], [-2.9415, -5.2790, 1.8794], [-1.8857, -4.2921, 2.9018], [-1.2087, -5.6886, 2.1099], [-0.8529, -3.4065, 0.9809], [-2.5980, -3.2182, 0.9844], [-3.4141, -5.9079, -0.3024], [-2.9552, -6.2029, -3.1325], [-0.2796, -3.3570, -1.5390], [-0.6136, -5.5495, -4.4181], [-0.3211, -3.7895, -4.2486], [-1.9408, -4.3468, -4.7315], [2.6865, -3.2357, -5.4627], [3.7344, -2.2243, -5.8632], [3.4599, -0.8942, -5.2745], [3.8999, -0.4990, -3.9866], [3.4956, 0.7837, -3.6718], [2.7686, 1.2008, -4.8158], [2.7456, 0.1419, -5.7897], [2.0065, 2.4233, -4.8808], [1.7862, -3.1777, -6.0744], [2.3481, -2.9476, -4.4674], [3.0884, -4.2477, -5.5104], [3.8125, -2.2094, -6.9503], [4.6774, -2.5742, -5.4430], [4.3348, -1.2360, -3.3279], [3.5948, 1.4302, -2.8123], [2.1565, 0.0075, -6.6849], [1.7515, 2.7005, -3.8580], [1.1523, 2.3847, -5.5569], [2.5892, 3.2428, -5.3015], [-2.2802, 2.9598, 6.7541], [-1.6936, 1.8158, 7.5735], [-1.0988, 0.8099, 6.7274], [-1.5412, -0.5015, 6.6420], [-0.9741, -1.1921, 5.6275], [-0.0817, -0.3010, 4.9934], [-0.1370, 0.8977, 5.6745], [0.8750, -0.6308, 3.9511], [-2.7229, 3.7280, 7.3881], [-3.1517, 2.5877, 6.2154], [-1.5712, 3.4609, 6.0951], [-2.5206, 1.3020, 8.0636], [-0.9860, 2.1816, 8.3175], [-2.3156, -0.7564, 7.3504], [-1.2254, -2.1830, 5.2790], [0.4351, 1.7647, 5.3790], [0.9975, 0.1901, 3.2445], [0.4735, -1.5136, 3.4535], [1.8400, -0.8335, 4.4158], [7.4801, 3.5314, 2.3385], [7.0921, 2.2695, 1.5927], [5.5702, 1.9700, 1.5463], [5.0757, 0.7711, 0.8246], [5.2922, 0.9433, -0.6735], [3.5922, 0.6420, 0.9060], [3.3525, -0.8982, 0.8637], [4.6511, -1.6067, 1.2935], [5.7101, -0.4912, 1.4098], [8.4948, 3.7580, 2.0111], [7.5182, 3.2999, 3.4029], [6.8876, 4.4155, 2.1035], [7.4595, 1.3656, 2.0786], [7.4604, 2.3499, 0.5700], [5.1319, 2.8773, 1.1305], [5.2927, 1.7780, 2.5828], [4.9600, 0.0600, -1.2189], [6.3726, 1.0445, -0.7770], [4.8303, 1.8893, -0.9561], [3.0737, 1.0764, 0.0513], [3.2228, 0.9780, 1.8749], [3.1971, -1.1764, -0.1787], [2.4553, -1.1785, 1.4156], [4.9870, -2.2216, 0.4585], [4.6277, -2.3337, 2.1053], [6.6750, -0.7055, 0.9502], [6.0648, -0.2601, 2.4142], [-5.3713, -0.4759, 4.0072], [-3.9963, -0.6771, 3.3509], [-2.9443, 0.2893, 3.6355], [-3.9605, -1.3902, 2.0503], [-3.6240, -1.8725, 4.3467], [-5.5846, 1.1052, 3.2550], [-5.3127, 1.3299, 1.8145], [-5.4139, 2.2141, 4.1642], [-7.2235, 1.0678, 3.3724], [5.4098, -2.7450, -1.7998], [4.9051, -4.0956, -1.9366], [5.3005, -5.1041, -0.9487], [4.8124, -4.5760, -3.2978], [3.3295, -3.7349, -1.6279], [6.8031, -2.8875, -2.6634], [6.7862, -2.4932, -4.0683], [7.7796, -3.8569, -2.2724], [7.5032, -1.5540, -2.0110], [-0.1219, -1.1943, -0.8114], [0.4542, -0.5006, -2.0732], [1.2003, 0.7717, -1.9921], [-0.2386, -0.8165, -3.3395], [1.7609, -1.4395, -2.1608], [-0.5370, 0.1590, 0.0779], [-1.6792, 0.8896, -0.5166], [0.5105, 0.8114, 0.8885], [-1.2802, -0.6463, 1.2512], [-2.5784, 1.4122, -4.5411], [-3.3703, 2.6562, -4.2220], [-4.6125, 2.6084, -4.4728], [-2.7411, 3.5971, -3.6154], [-2.3385, 1.5045, -5.6003], [-3.1134, 0.4774, -4.3737], [-1.6666, 1.3038, -3.9537]],
  "mulliken_spin": [0.000, 0.000, 0.000, 0.000, -0.001, 0.000, 0.000, 0.001, 0.000, 0.000, 0.000, 0.000, 0.000, 0.000, -0.001, 0.000, 0.000, 0.000, -0.001, 0.000, 0.000, 0.000, 0.000, 0.000, 0.001, 0.007, -0.003, 0.000, 0.000, 0.000, -0.001, 0.000, 0.000, 0.000, -0.009, 0.001, 0.002, 0.000, 0.000, 0.000, 0.000, 0.000, 0.000, 0.000, 0.000, 0.000, 0.000, 0.000, 0.000, 0.000, 0.000, 0.000, 0.000, 0.000, 0.000, 0.000, 0.000, 0.000, 0.000, 0.000, 0.000, 0.000, 0.000, 0.000, 0.000, 0.000, 0.000, 0.000, 0.000, 0.000, 0.000, 0.000, 0.000, 0.000, 0.000, 0.000, 0.000, 0.000, 0.000, 0.000, 0.000, 0.000, 0.000, 0.000, 0.000, 0.000, 0.000, 0.000, 0.000, 0.000, 0.000, 0.000, 0.000, 0.000, 0.000, 0.000, 0.000, 0.000, 0.000, 0.000, 0.000, 0.000, 0.000, 0.000, 0.000, 0.000, 0.000, 0.000, 0.000, 0.000, 0.000, 0.000, 0.000, 0.000, 0.000, 0.000, 0.000, 0.000, 0.000, 0.000, 0.000, 0.000, 0.000, 0.000, 0.000, 0.000, 0.000, 0.000, 0.000, 0.000, 0.000, 0.000, 0.000, 0.000, 0.000, 0.000, 0.000, 0.000, 0.000, 0.000, 0.000, -0.002, 0.001, 0.000, 0.000, 0.000, 0.003, 0.000, 0.000, 0.043, -0.022, 0.879, 0.084, -0.005, 0.004, 0.021]
}